# CH9N3P

A 2-piece molecular cluster, CH9N3P overall (the ωB97M-V functional and the def2-TZVPD basis, the OMol25 dataset).

```
14
Properties=species:S:1:pos:R:3
C -0.6587 1.2630 -0.0842
N 0.6091 1.3161 -0.2483
N -1.2456 -0.1291 0.0611
N 2.3088 -0.7033 0.1054
P -2.9809 -0.4136 0.3218
H -1.3585 2.1041 -0.1340
H 1.0570 0.4202 -0.2720
H 1.2142 2.2151 -0.3039
H -0.5213 -0.8075 -0.0433
H 3.2600 -1.0091 -0.3932
H 2.5503 -0.3270 1.0027
H 1.7500 -1.5330 0.2470
H -3.1212 -0.6805 -0.9898
H -2.8635 -1.7156 0.7308
```

Summary:
Multiplicity: 1
Net charge: +1
Orbital gap, Eh: 0.368